ORCA calculation (the ωB97M-V functional and the def2-TZVPD basis) on C30H29AsN5O6RuS4 as an isolated structure.

- 2S+1: 2
- Charge: 0
- Orbital gap (alpha / beta): 0.251 / 0.249 Eh
- HOMO (alpha / beta): -7.72 / -7.72 eV

XYZ file:
```
76
Properties=species:S:1:pos:R:3:forces:R:3:lowdin_charge:R:1
Ru 0.32012 1.56354 0.01981 0.96 0.83 -0.63 1.3605
C 0.61504 4.41557 3.13408 0.06 0.02 -0.12 -0.0566
C -0.28736 3.97863 4.09918 -0.04 -0.02 0.06 -0.0546
C -1.15986 2.97140 3.77906 -0.04 -0.04 -0.03 -0.0001
C -1.13373 2.37660 2.50704 0.17 0.12 -0.01 -0.2832
N -0.18637 2.75438 1.61002 -0.23 -0.33 0.13 -0.0115
C 0.63631 3.77542 1.91986 -0.05 0.08 0.03 -0.1197
N -2.15914 1.49171 2.25389 -0.06 -0.13 -0.11 0.1830
C -2.38864 1.06078 1.06405 -0.07 -0.07 0.00 -0.3000
N -1.59305 1.21903 -0.03478 0.26 -0.17 -0.07 -0.0237
C -2.31864 1.00497 -1.18759 -0.17 -0.13 0.16 -0.3008
N -2.03621 1.40794 -2.36296 -0.05 -0.08 -0.06 0.1930
C -0.98079 2.27214 -2.61783 0.16 0.12 -0.05 -0.2833
C -0.93124 2.78284 -3.91697 -0.12 -0.09 0.04 0.0051
C 0.01790 3.71279 -4.26450 -0.02 0.04 -0.16 -0.0449
C 0.92348 4.13885 -3.30798 0.12 0.00 0.20 -0.0478
C 0.85658 3.58485 -2.05023 -0.08 0.03 -0.09 -0.1220
N -0.06877 2.67456 -1.70211 -0.03 -0.15 0.22 0.0007
C -3.59117 0.35604 -0.77952 0.18 0.08 0.01 -0.1102
C -4.62292 -0.18200 -1.51682 -0.10 -0.04 -0.09 -0.0002
C -5.71643 -0.68572 -0.81582 0.05 0.02 -0.05 -0.0685
C -5.77294 -0.62027 0.57395 0.04 0.03 0.05 -0.0700
C -4.73413 -0.05532 1.30967 -0.10 -0.02 0.07 -0.0220
C -3.64424 0.41316 0.60923 0.17 0.07 0.01 -0.1381
H 1.30111 5.22933 3.31866 0.00 -0.01 0.01 0.1071
H -0.31146 4.43567 5.07985 -0.02 0.00 -0.01 0.1117
H -1.90894 2.60860 4.46689 0.00 0.01 0.01 0.1160
H 1.34740 4.04763 1.15683 0.04 -0.03 -0.03 0.0930
H -1.66866 2.41538 -4.61490 0.01 0.01 -0.01 0.1168
H 0.05841 4.09919 -5.27467 0.00 0.00 0.01 0.1136
H 1.70499 4.84946 -3.53071 0.00 0.01 -0.02 0.1130
H 1.59096 3.82617 -1.29666 0.00 -0.04 0.05 0.0950
H -4.57189 -0.21447 -2.59719 -0.01 -0.01 0.01 0.1216
H -6.54005 -1.13421 -1.35596 0.01 0.01 -0.02 0.1055
H -6.63920 -1.01912 1.08530 0.01 0.01 0.02 0.1065
H -4.76187 0.00263 2.38931 -0.01 -0.02 -0.01 0.1203
C 0.41098 -3.45334 2.52146 -0.07 0.01 -0.02 -0.5444
C -1.09398 -3.41792 2.78086 0.08 -0.10 -0.11 -0.5367
S -2.00468 -2.18795 1.81720 0.03 0.24 0.22 0.8818
C -2.86806 -3.09109 0.52556 -0.01 0.01 -0.07 -0.5285
C -2.09922 -3.45379 -0.74233 0.04 -0.06 -0.14 -0.5200
S -1.02897 -2.14692 -1.42503 -0.35 -0.12 -0.07 0.8705
C 0.57191 -2.97600 -1.47440 0.10 0.09 0.21 -0.5325
C 1.34073 -2.94581 -0.15433 -0.01 -0.02 -0.04 -0.5250
S 0.89692 -4.29556 0.99121 -0.03 0.00 -0.03 0.8697
H 0.89323 -3.99800 3.33582 0.02 -0.01 -0.01 0.0631
H 0.82368 -2.44359 2.50991 -0.01 0.01 -0.01 0.0623
H -1.26527 -3.15845 3.82796 0.00 0.02 0.00 0.0646
H -1.53918 -4.40019 2.61379 0.01 -0.01 0.00 0.0726
H -3.69460 -2.42511 0.26585 0.03 0.00 0.02 0.0366
H -3.32104 -3.98964 0.95168 0.01 -0.01 0.00 0.0820
H -2.83970 -3.71376 -1.50331 0.05 -0.04 -0.01 0.0674
H -1.46861 -4.32361 -0.57637 0.00 -0.01 0.06 0.0410
H 1.12615 -2.42307 -2.23170 0.05 0.02 -0.01 0.0379
H 0.44633 -3.99387 -1.84733 -0.03 -0.01 0.01 0.0764
H 1.16440 -1.99670 0.35098 0.03 0.02 0.01 0.0387
H 2.41037 -3.04226 -0.35364 0.00 0.01 -0.01 0.0584
O 3.74917 1.17165 2.37213 0.16 -0.05 -0.01 -0.2180
As 2.79658 0.83846 0.94277 0.21 -0.24 0.16 0.9304
O 2.37214 2.26585 0.19640 -0.11 0.32 -0.18 -0.5162
O 1.29282 0.26307 1.39982 -0.47 -0.21 0.22 -0.5030
C 3.91560 -0.36998 -0.03397 -0.07 0.03 -0.17 -0.2408
C 4.90861 -1.03889 0.67189 -0.03 0.04 -0.04 -0.0800
C 5.71882 -1.95429 0.01613 0.03 -0.03 -0.03 -0.0660
C 5.54550 -2.18579 -1.33925 0.05 -0.04 0.06 -0.0560
C 4.55843 -1.51525 -2.04661 -0.10 0.06 -0.03 -0.0460
C 3.73294 -0.60863 -1.40158 -0.01 0.01 0.15 -0.2512
S 2.44924 0.20359 -2.36505 0.27 0.14 0.00 0.4650
O 2.14813 -0.68974 -3.45194 -0.03 -0.01 0.10 -0.2940
O 2.95109 1.50548 -2.71788 -0.05 0.00 0.03 -0.2857
O 1.34643 0.24432 -1.36183 -0.78 -0.21 0.20 -0.4743
H 3.90227 2.12187 2.44195 -0.06 0.01 0.02 0.0549
H 5.04763 -0.84456 1.72644 0.00 0.00 0.01 0.1024
H 6.48270 -2.48560 0.56798 0.00 0.00 0.00 0.1079
H 6.17746 -2.90007 -1.85088 0.00 0.00 0.00 0.1102
H 4.39844 -1.70302 -3.09989 0.00 0.00 0.00 0.1193
```
Forces are in eV/Å.

---

ORCA calculation (the ωB97M-V functional and the def2-TZVPD basis) on C12H56B8MnO6S3V as an isolated structure.

- 2S+1: 8
- Charge: -3
- Orbital gap (alpha / beta): 0.229 / 0.234 Eh
- HOMO (alpha / beta): -0.62 / -0.76 eV

XYZ file:
```
87
Properties=species:S:1:pos:R:3:forces:R:3:lowdin_charge:R:1
Mn -1.43402 -1.19172 -0.76671 0.38 -0.62 0.10 0.5829
V 0.43507 1.17318 2.33032 -0.19 -1.18 0.39 0.5935
B -1.94993 -0.46162 -2.77429 0.24 0.61 -1.75 -0.4471
H -0.93721 -0.99417 -3.08661 0.36 -0.13 -0.05 -0.0137
H -2.64557 -1.17571 -2.17720 -1.41 -1.24 0.07 -0.0149
H -1.72861 0.38753 -2.01022 0.42 1.47 0.54 -0.0481
H -2.50336 -0.00625 -3.73478 -0.36 0.12 -0.25 0.0065
B 0.29369 0.24260 0.11168 -0.10 1.49 -0.88 -0.4429
H 1.30922 0.54339 0.58664 1.49 0.10 0.31 0.0123
H -0.48635 0.25682 0.97649 -1.36 -0.18 0.74 -0.0186
H -0.03118 1.12871 -0.61136 -0.02 0.14 -0.54 0.0161
H 0.36460 -0.81151 -0.38249 0.63 -0.89 -0.22 0.0164
B -1.57353 1.39566 3.77598 -1.43 -0.15 0.61 -0.3892
H -1.76335 1.14642 2.65035 -0.24 -0.36 -1.31 -0.0373
H -1.84586 0.43805 4.43105 -0.10 -0.20 0.28 0.0029
H -0.43305 1.62267 3.92790 1.48 0.48 0.47 -0.0406
H -2.23396 2.36563 4.05384 0.01 0.53 0.11 -0.0113
B 0.22353 3.18618 1.40213 -0.71 1.69 0.21 -0.4207
H -0.75190 2.56141 1.45836 -1.47 -0.94 -0.32 -0.0254
H 1.06593 2.48980 1.03889 1.32 -0.31 -0.93 -0.0216
H -0.04943 4.19180 0.82269 0.33 0.22 -0.51 0.0120
H 0.39481 3.40732 2.53050 0.41 0.64 1.28 -0.0004
B 2.57910 1.59235 3.22247 1.44 0.80 0.03 -0.3791
H 2.98371 2.60384 2.72954 0.23 0.35 0.03 -0.0045
H 1.53667 1.77052 3.71399 -1.23 0.63 1.13 -0.0399
H 2.35406 0.85027 2.35442 -0.11 -1.19 -1.32 -0.0426
H 3.33151 1.07160 3.99034 0.09 -0.22 0.32 -0.0035
B 0.36779 -1.02215 3.03746 0.64 -1.12 0.45 -0.4458
H 0.70981 -0.29969 3.88310 0.28 0.74 1.36 -0.0043
H -0.65112 -0.72952 2.59920 -1.30 0.30 -0.39 -0.0224
H 1.20323 -0.92906 2.23620 1.05 -0.15 -1.22 -0.0198
H 0.35370 -2.16040 3.36662 -0.14 -0.21 0.39 0.0293
B -2.06291 -2.72508 0.82118 -0.74 -0.58 1.97 -0.4122
H -1.97901 -3.89591 1.04239 -0.01 -0.43 -0.34 -0.0056
H -2.62761 -2.18934 1.73661 -0.23 0.23 0.26 -0.0059
H -0.98328 -2.29279 0.76247 1.36 0.45 0.25 -0.0488
H -2.65284 -2.45037 -0.14747 -1.23 -0.24 -1.34 -0.0399
B 0.13401 -3.15857 -2.17697 0.70 -0.52 -0.90 -0.4325
H 1.04972 -2.40492 -2.38532 0.18 0.57 0.08 -0.0444
H -0.45592 -2.89757 -1.18360 -0.25 -0.08 0.72 -0.0690
H -0.61891 -3.19372 -3.11001 -0.20 0.02 -0.34 -0.0326
H 0.68491 -4.24028 -2.10680 -0.03 -0.57 0.46 -0.0503
C 4.08973 -2.66781 1.64442 -0.63 0.35 -0.23 -0.2044
C 3.67467 -3.43911 0.38866 0.75 -1.08 -0.17 -0.2240
C 2.26536 -3.91998 0.66509 -0.70 0.25 -0.43 -0.2264
S 2.33115 -4.67307 2.28869 0.11 1.61 -1.29 0.6591
O 2.96978 -5.97224 2.17114 0.21 0.02 0.33 -0.3643
O 1.09779 -4.53119 2.99766 -0.14 -0.64 0.41 -0.3188
C 3.52430 -3.41946 2.84756 0.32 -0.24 1.68 -0.2287
H 3.55089 -1.71873 1.56995 0.13 0.09 0.30 0.1106
H 5.14804 -2.43783 1.76482 0.07 -0.20 -0.22 0.1028
H 4.33654 -4.30526 0.24603 -0.08 -0.04 0.06 0.1038
H 3.72174 -2.90068 -0.55701 -0.13 0.39 0.21 0.1148
H 1.81073 -4.54454 -0.10365 0.16 -0.27 0.13 0.0919
H 1.60368 -3.04732 0.72268 -0.10 -0.10 0.35 0.1127
H 4.20860 -3.94955 3.52231 0.49 -0.18 -0.68 0.0873
H 3.07987 -2.73123 3.57008 -0.76 -0.03 -0.45 0.0988
C -4.38999 3.82041 0.70318 0.37 -0.17 0.87 -0.2059
C -3.19543 4.07385 -0.23790 1.07 -0.26 0.20 -0.2019
C -2.83337 2.78743 -1.01115 -1.36 0.29 -0.67 -0.1927
S -3.83007 1.44664 -0.30422 1.26 0.92 -0.43 0.6862
O -2.99333 0.34761 0.08924 -0.49 -0.44 0.34 -0.3336
O -4.94609 1.27504 -1.20776 -0.29 -0.22 0.40 -0.3211
C -4.31466 2.36055 1.14701 0.11 -1.00 -0.83 -0.2184
H -5.30911 4.18023 0.24532 -0.27 -0.41 0.21 0.1018
H -4.21409 4.27924 1.67982 -0.26 0.90 -0.39 0.1075
H -2.33503 4.39371 0.35199 0.03 -0.18 0.05 0.0853
H -3.35417 4.86635 -0.97002 -0.36 0.08 0.16 0.0999
H -1.79057 2.53472 -1.17094 0.08 -0.07 0.50 0.0849
H -3.33781 2.86021 -1.97720 0.41 -0.11 -0.22 0.0931
H -3.46394 2.20337 1.81847 -0.07 0.13 0.12 0.0815
H -5.16896 1.80708 1.53504 -0.26 0.52 0.14 0.1108
C 1.22237 1.98413 -3.27332 -0.22 -0.47 0.79 -0.1968
C 0.22415 1.79339 -4.40105 -0.92 1.31 -0.43 -0.2428
C 0.85042 1.01836 -5.52549 1.10 0.15 -0.27 -0.2335
S 1.90792 -0.22486 -4.73128 -0.54 0.58 0.04 0.6670
O 3.22740 -0.20567 -5.34560 -0.01 0.08 -0.10 -0.3829
O 1.18578 -1.45547 -4.66860 0.25 -0.13 -0.12 -0.3132
C 2.00800 0.67624 -3.13252 1.06 -0.49 -0.31 -0.1808
H 0.67550 2.25877 -2.37197 0.05 -0.37 0.21 0.0967
H 1.95235 2.79055 -3.38116 -0.14 0.03 -0.63 0.1076
H -0.13091 2.75977 -4.78925 0.28 0.06 0.03 0.1100
H -0.70144 1.36026 -4.02617 0.23 -0.63 0.08 0.0730
H 1.61331 1.61288 -6.04334 -0.24 0.23 -0.04 0.0883
H 0.17197 0.61517 -6.27185 -0.04 -0.40 0.25 0.1015
H 3.06251 0.93458 -3.02518 0.06 -0.26 -0.11 0.0903
H 1.81827 -0.09190 -2.38149 -0.83 0.34 0.20 0.0863
```
Forces are in eV/Å.

---

ORCA calculation (the ωB97M-V functional and the def2-TZVPD basis) on an isolated ion of composition C4H10P and charge +1.

- 2S+1: 1
- Charge: +1
- Orbital gap: 0.447 Eh
- HOMO: -15.26 eV

XYZ file:
```
15
Properties=species:S:1:pos:R:3:forces:R:3:lowdin_charge:R:1
C 1.37400 0.06669 -0.95943 0.68 2.36 -1.02 -0.2597
C 1.62864 -0.06380 0.57589 -1.70 3.18 -1.29 -0.1887
C -1.06234 -1.57655 -0.08690 1.32 0.70 -1.11 -0.1352
C -1.06922 1.51065 0.31769 -1.07 0.59 2.61 -0.2067
P -0.14256 0.02611 0.02776 2.26 -1.54 -0.76 0.9450
H 1.80119 1.03475 -1.54532 -1.35 -2.33 1.66 0.1545
H 1.43573 -0.81959 -1.59398 0.29 0.07 0.38 0.0791
H 2.05623 -0.95600 0.90112 0.50 -1.21 0.92 0.0612
H 1.88578 0.93659 1.06856 0.03 -1.80 -0.63 0.1177
H -1.35173 -1.89640 -1.09405 0.63 0.27 -0.03 0.0788
H -1.93645 -1.20397 0.30065 -2.62 0.16 1.45 0.0050
H -0.67569 -2.41040 0.48869 0.25 0.26 0.16 0.0747
H -1.97396 1.58350 -0.33546 1.30 0.59 -0.09 0.0850
H -0.38904 2.38918 0.61221 -1.04 -1.06 -1.45 0.1072
H -1.58059 1.37924 1.32258 0.52 -0.26 -0.80 0.0821
```
Forces are in eV/Å.

---

ORCA calculation (the ωB97M-V functional and the def2-TZVPD basis) on C23H32Cl4GeN3O2S3Si3Tc as an isolated structure.

- 2S+1: 2
- Charge: -1
- Orbital gap (alpha / beta): 0.259 / 0.236 Eh
- HOMO (alpha / beta): -5.00 / -4.90 eV

XYZ file:
```
72
Properties=species:S:1:pos:R:3:forces:R:3:lowdin_charge:R:1
Tc -0.27151 0.54328 1.30233 -0.06 -0.40 -0.22 0.7418
S -0.53885 -0.00307 3.73844 -0.21 0.02 0.03 0.6155
C -2.12785 -0.52386 3.28906 0.10 0.10 -0.02 -1.0985
S -2.60073 0.03158 1.72140 -0.06 -0.15 0.05 0.5371
C -2.91924 -1.33432 4.08293 0.07 -0.04 -0.06 -0.4020
C -4.20305 -1.76737 3.64825 -0.05 0.04 -0.01 -0.2687
N -5.24321 -2.11833 3.29515 0.02 -0.02 0.01 0.1329
C -2.44933 -1.80682 5.33990 -0.05 0.02 0.06 -0.2855
N -2.07857 -2.21243 6.35408 0.02 -0.01 -0.03 0.1382
Cl 5.73234 2.61622 4.90340 0.00 0.00 0.00 0.6586
C 4.55607 1.91854 3.85452 0.02 -0.02 -0.02 -0.7100
C 4.77484 0.67284 3.26697 0.00 0.01 0.02 -0.6980
Cl 6.23605 -0.18083 3.59488 0.00 0.00 0.00 0.6690
C 3.82290 0.11476 2.42660 -0.03 0.06 0.00 -0.5924
Cl 4.06360 -1.43287 1.70905 0.01 0.00 -0.01 0.7212
C 2.61697 0.77807 2.12530 -0.17 0.17 0.05 -0.3807
O 1.74722 0.22117 1.33190 0.19 0.02 0.06 -0.2962
C 2.43264 2.03631 2.73220 0.03 -0.18 -0.08 -0.2077
O 1.31627 2.82153 2.45514 0.10 -0.04 -0.02 -0.0428
C 3.37377 2.59636 3.57918 -0.01 -0.02 -0.02 -0.6019
Cl 3.05941 4.14335 4.26606 0.00 0.00 0.01 0.7370
C -3.45602 2.55756 -1.24152 -0.01 -0.03 -0.01 -0.2466
Si -2.69844 1.08443 -2.13413 0.01 0.06 0.04 0.2756
C -3.86786 -0.37489 -1.94052 0.00 -0.01 -0.06 -0.2251
C -2.63429 1.51754 -3.97100 -0.04 0.00 0.00 -0.2264
Ge -0.52840 0.58536 -1.29241 -0.03 0.06 0.19 0.5362
Si 1.03616 2.15722 -2.16708 0.03 -0.01 0.01 0.2988
C 0.42249 3.93760 -2.12876 -0.01 -0.01 -0.05 -0.2290
C 1.45827 1.79311 -3.97228 0.05 0.02 0.03 -0.2267
C 2.64415 2.07929 -1.18781 0.00 0.04 -0.01 -0.2114
Si 0.08597 -1.56383 -2.12013 0.01 -0.01 0.01 0.3030
C -1.19859 -2.85443 -1.59619 -0.02 0.00 0.01 -0.2370
C 1.79513 -2.04157 -1.47104 -0.02 -0.01 -0.07 -0.2331
C 0.18657 -1.70329 -4.00326 0.00 -0.05 0.01 -0.2247
H -4.45518 2.76278 -1.63684 0.00 0.01 -0.02 0.0286
H -2.84832 3.45694 -1.36361 0.01 0.00 0.01 0.0136
H -3.55576 2.35763 -0.17289 -0.01 -0.01 0.02 -0.0108
H -4.87912 -0.07796 -2.23459 -0.01 0.00 0.01 0.0289
H -3.90726 -0.73991 -0.91323 0.02 0.02 0.03 0.0021
H -3.56577 -1.20615 -2.58109 0.01 -0.01 0.00 0.0129
H -3.64819 1.67866 -4.35013 0.00 0.00 -0.01 0.0254
H -2.17961 0.71968 -4.56167 0.02 -0.01 0.00 0.0103
H -2.06418 2.43236 -4.14665 0.03 0.00 0.01 0.0136
H -0.45535 4.06421 -2.76736 -0.02 0.00 0.01 0.0156
H 1.20741 4.60002 -2.50746 0.00 0.01 0.00 0.0262
H 0.15548 4.25756 -1.12181 0.00 -0.01 0.03 -0.0076
H 0.56502 1.69603 -4.59157 -0.03 0.00 0.00 0.0166
H 2.03608 0.87284 -4.07042 0.01 -0.03 0.01 0.0103
H 2.06502 2.61013 -4.37543 0.00 0.00 -0.01 0.0253
H 2.52972 2.56594 -0.21579 -0.01 0.00 0.00 0.0197
H 3.44263 2.59644 -1.72834 0.01 0.01 0.01 0.0310
H 2.95897 1.05064 -1.00072 -0.01 0.00 -0.02 0.0202
H -1.73422 -2.57854 -0.68549 0.03 0.00 -0.06 0.0064
H -0.71949 -3.82625 -1.43918 0.00 -0.01 0.01 0.0218
H -1.93942 -2.98357 -2.38918 0.00 0.01 0.01 0.0170
H 1.98232 -1.66177 -0.46699 -0.02 0.00 0.03 -0.0299
H 2.56788 -1.63050 -2.12680 0.00 0.03 0.00 0.0248
H 1.91957 -3.12961 -1.46568 0.00 0.00 0.00 0.0255
H -0.71785 -1.34150 -4.49618 -0.03 0.01 0.02 0.0130
H 0.31121 -2.75737 -4.27241 0.00 0.00 -0.02 0.0266
H 1.03605 -1.15505 -4.41215 -0.02 0.03 0.01 0.0051
S -1.06458 2.93997 1.24199 0.05 -0.07 0.02 0.7047
C 0.28790 2.26743 1.87243 0.11 0.21 -0.05 -0.9500
C -0.05028 -4.11983 3.52982 0.01 0.00 0.00 -0.0709
C 0.11146 -4.09501 2.00607 0.00 0.00 -0.05 -0.1824
C 0.01705 -2.72838 1.51139 -0.04 0.02 0.05 -0.1449
N -0.09281 -1.63128 1.21618 0.02 0.23 -0.01 0.0613
H 0.00401 -5.14773 3.88523 0.00 0.00 0.01 0.0777
H -1.00673 -3.69349 3.82812 0.00 -0.02 -0.01 0.0647
H 0.73380 -3.53717 4.01004 0.00 0.00 0.00 0.0845
H -0.66753 -4.67644 1.50931 -0.01 0.00 0.01 0.1224
H 1.07523 -4.49993 1.69245 0.00 0.00 0.01 0.1205
```
Forces are in eV/Å.

---

Calculated values (g mol⁻¹) of molecular weight for the records, taken in order: 859.851 585.153 89.098 875.409.